Record 1
This record from the Open Molecules 2025 dataset describes C51H40B2CoF8N8O8 as an isolated structure in a non-equilibrium geometry. The level of theory is ωB97M-V/def2-TZVPD.

```
118
Properties=species:S:1:pos:R:3:forces:R:3:mulliken_charge:R:1
Co 0.7220 -0.1529 0.1343 0.3 -0.2 0.8 -1.168
C 0.0370 -4.1049 -0.7596 0.1 0.1 -0.1 -1.932
C 0.0025 -2.7238 -0.2026 0.1 0.0 -0.5 1.008
N 0.4430 -1.6779 -0.8549 -0.7 -0.1 -0.1 2.049
O 1.0320 -1.9027 -2.0306 0.2 -0.5 0.0 -0.637
B 0.9271 -0.8576 -3.0871 0.0 -0.1 0.7 0.604
F -0.3911 -0.7178 -3.4555 -0.8 0.2 -0.1 -0.188
F 1.6979 -1.2322 -4.1341 0.4 -0.2 -0.4 -0.326
O 1.4622 0.4473 -2.6080 0.5 0.5 -0.2 -0.726
N 1.3991 0.8218 -1.3374 -0.5 0.1 0.4 1.259
C 2.0701 1.8842 -1.0015 -0.1 -0.1 -0.7 0.228
C 2.9125 2.6451 -1.9737 -0.1 -0.2 0.0 -1.580
C 1.9310 2.2436 0.3867 -0.1 -0.2 0.8 0.626
N 1.1870 1.4381 1.0908 0.0 0.4 -0.4 0.407
O 0.9123 1.9020 2.3640 0.0 0.6 -0.5 0.564
B -0.2163 0.1158 3.9210 0.2 0.5 -0.3 0.603
F 0.0678 -0.7494 4.9177 0.1 -0.2 0.5 -0.264
F -2.4569 0.6007 5.0664 0.1 -0.1 0.1 -0.489
O -0.8918 -0.8752 2.7263 0.4 0.2 -0.1 0.022
N -0.3413 -1.1811 1.4667 0.2 0.0 -1.1 0.173
C -0.5176 -2.4285 1.0963 -0.1 0.4 0.6 -0.333
C -1.1565 -3.4991 1.9042 0.0 0.0 0.2 -1.381
C 2.6414 3.4303 0.9415 -0.1 0.0 0.1 -1.852
H 0.5883 -4.0944 -1.6948 0.0 -0.1 0.0 0.526
H -0.9730 -4.4669 -0.9414 -0.1 -0.1 0.0 0.337
H 0.5208 -4.7830 -0.0623 0.1 -0.1 0.1 0.372
H 2.8474 2.1619 -2.9472 0.1 0.1 0.1 0.409
H 3.9518 2.6364 -1.6444 0.1 0.1 0.0 0.393
H 2.5755 3.6770 -2.0696 0.0 0.1 0.0 0.208
H -1.6477 -3.1164 2.7928 0.1 0.0 -0.1 0.006
H -0.3976 -4.2118 2.2283 0.1 -0.1 0.0 0.416
H -1.8831 -4.0416 1.3036 -0.1 0.0 -0.1 0.378
H 2.8145 4.1604 0.1609 0.1 0.1 -0.1 0.566
H 3.6117 3.1093 1.3268 0.0 0.0 0.0 0.350
H 2.0829 3.8818 1.7567 0.0 0.0 0.0 0.326
C -4.3488 4.4826 1.8915 0.3 -0.4 -0.2 -1.821
C -3.8715 3.4406 0.8863 -0.8 0.5 0.0 1.104
C -4.7567 3.4837 -0.3625 0.4 -0.2 0.3 -1.496
O -3.8706 2.1537 1.4956 -0.1 -0.1 0.2 -0.336
C -2.8398 1.4513 0.8631 0.4 0.2 -1.0 -0.449
C -1.7601 2.5391 0.6566 -0.6 -0.8 1.7 0.275
O -2.5072 3.7059 0.5262 0.3 0.2 -0.3 -0.396
C -1.1595 2.8244 -1.6592 0.2 -1.1 1.8 -0.018
O -0.8851 2.2726 -0.4057 -0.5 1.4 -2.9 0.421
C -2.0995 2.1683 -2.5046 -0.3 -0.2 0.1 0.923
C -2.7766 2.8502 -3.5370 0.1 0.1 -0.1 -0.472
C -3.6664 2.1830 -4.3490 0.0 0.3 0.0 -1.019
C -3.9336 0.8353 -4.1469 0.2 -0.2 0.3 -0.733
C -3.3025 0.1553 -3.1148 -0.1 -0.1 -0.2 -0.857
C -2.3990 0.8051 -2.3046 0.4 0.1 0.3 0.229
C -0.3729 3.9628 -2.0049 0.7 0.5 -0.2 1.254
C -0.0624 4.2779 -3.3440 -0.1 -0.3 0.2 -0.542
C 0.7427 5.3551 -3.6439 0.1 0.2 -0.1 -0.999
C 1.2655 6.1536 -2.6335 -0.2 -0.2 -0.1 -0.625
C 0.9888 5.8446 -1.3070 0.0 0.1 0.1 -0.800
C 0.1937 4.7645 -0.9917 -0.3 -0.1 -0.1 -0.379
C -2.1871 -0.0890 2.7788 -0.7 0.0 -0.3 1.305
O -2.3964 0.2793 1.4479 -0.3 0.2 0.6 0.076
C -1.6875 0.8520 3.9212 0.2 0.0 -0.3 1.539
C -1.7880 2.3336 3.7445 0.1 -0.1 0.2 -1.676
C -0.9068 3.2037 4.2359 -0.4 0.0 -0.3 -0.962
C 0.3472 2.9215 4.9244 0.4 -0.1 0.3 -0.853
C 1.2271 1.9588 4.6548 0.0 -0.2 -0.2 -1.356
C 1.0615 1.0100 3.4902 0.0 -0.6 0.1 -0.182
C -3.2774 -1.0523 3.2095 0.0 0.0 -0.2 0.557
C -3.0857 -1.9077 4.2922 -0.1 0.1 -0.1 -0.440
C -4.0813 -2.7980 4.6500 0.1 0.0 0.1 -0.807
C -5.2655 -2.8498 3.9332 -0.1 0.0 -0.1 -0.694
C -5.4567 -2.0018 2.8551 -0.1 -0.1 0.0 -0.976
C -4.4694 -1.1003 2.4979 0.2 0.1 0.0 -0.660
H -5.2727 4.1393 2.3442 -0.2 0.0 0.0 0.372
H -4.5199 5.4242 1.3798 0.0 0.1 0.0 0.464
H -3.6050 4.6333 2.6664 0.1 0.0 0.1 0.350
H -5.7943 3.3518 -0.0703 -0.1 0.0 0.0 0.492
H -4.4883 2.7087 -1.0739 0.0 -0.1 -0.1 0.117
H -4.6314 4.4502 -0.8426 0.0 0.1 -0.1 0.375
H -3.1829 1.1061 -0.1282 0.1 0.1 0.3 0.382
H -1.1151 2.5917 1.5473 0.0 0.0 -0.5 -0.358
H -2.6158 3.9092 -3.6691 0.0 0.1 0.0 0.630
H -4.1690 2.7169 -5.1412 0.0 0.1 0.0 0.482
H -4.6232 0.3147 -4.7924 -0.1 0.0 -0.1 0.478
H -3.4961 -0.8941 -2.9592 0.0 -0.1 0.0 0.525
H -1.8452 0.2573 -1.5505 0.0 0.0 0.0 -0.260
H -0.4158 3.6336 -4.1334 0.0 -0.1 -0.1 0.608
H 0.9778 5.5686 -4.6761 0.0 0.0 -0.1 0.432
H 1.8895 7.0006 -2.8770 0.1 0.0 0.0 0.425
H 1.3975 6.4590 -0.5176 0.0 0.0 0.1 0.452
H -0.0377 4.5387 0.0377 0.1 0.0 0.1 0.318
H -2.7346 2.6745 3.3553 0.0 0.2 0.0 1.525
H -1.1584 4.2556 4.1726 -0.1 0.1 0.0 0.424
H 0.5736 3.6081 5.7319 0.1 0.0 0.1 0.501
H 2.1111 1.8356 5.2625 0.0 0.1 0.1 0.573
H 1.9700 0.4099 3.3506 -0.1 0.1 0.0 0.122
H -2.1654 -1.8722 4.8527 0.1 0.0 0.1 0.365
H -3.9296 -3.4512 5.4958 0.0 -0.1 0.1 0.458
H -6.0326 -3.5564 4.2100 -0.1 -0.1 0.0 0.420
H -6.3706 -2.0406 2.2802 -0.1 0.0 0.0 0.475
H -4.6302 -0.4292 1.6680 0.0 0.0 -0.1 0.317
F 2.1351 -2.5666 2.4536 0.3 -0.2 0.3 0.697
C 3.2762 -3.0424 3.0021 -0.2 -0.3 0.3 0.249
C 3.1468 -4.0360 3.9339 -0.1 0.3 -0.4 0.132
F 1.9061 -4.4746 4.1995 0.4 0.2 0.0 -0.306
C 4.2657 -4.5963 4.5978 0.0 0.0 0.0 0.052
C 5.5237 -4.0620 4.2102 0.1 0.2 -0.2 0.118
C 5.6440 -3.0729 3.2643 0.0 -0.3 0.3 -0.092
F 6.8660 -2.6438 2.9217 -0.2 -0.1 0.2 -0.331
C 4.5238 -2.5036 2.6195 0.0 0.2 -0.1 0.941
C 4.6294 -1.4548 1.6609 0.5 -0.7 0.8 -0.925
C 3.5050 -1.0469 0.9990 -1.9 0.7 -1.4 0.897
N 2.5380 -0.7623 0.4179 1.4 -0.6 0.9 -0.196
C 5.8172 -0.7867 1.3212 0.2 0.1 0.0 -0.328
N 6.7404 -0.1770 1.0122 0.4 0.3 -0.2 -0.625
F 6.6355 -4.5521 4.7700 -0.2 0.1 -0.2 -0.328
C 4.1204 -5.6121 5.5630 0.1 0.5 -0.4 0.604
C 2.8779 -6.1959 5.8536 -0.5 -0.3 0.1 0.057
N 1.8878 -6.7240 6.1089 -0.2 -0.1 0.1 -0.609
C 5.1737 -6.1180 6.3375 0.4 -0.1 0.3 -0.019
N 5.9730 -6.5642 7.0334 0.3 -0.1 0.2 -0.552
```
Forces are in eV/Å.

Summary:
Total charge: 0
Relative energy (zero: lowest compared OMol25 entry of this formula, charge and spin), kJ/mol: 55.9
Electronic energy, eV: -142550.7693
E_LUMO (spin up / spin down), eV: -3.243 / -3.223
HOMO (spin up / spin down), eV: -6.66 / -6.63
Multiplicity: 2


Record 2
This record from the Open Molecules 2025 dataset describes C51H47N4RuSi2 as an isolated structure in a non-equilibrium geometry. The level of theory is ωB97M-V/def2-TZVPD.

```
105
Properties=species:S:1:pos:R:3:forces:R:3:mulliken_charge:R:1
Ru 0.2037 0.0519 0.0201 0.4 0.9 -0.1 -1.509
C -3.2462 5.1503 -4.6132 0.5 -1.4 1.0 -0.501
C -2.2413 4.3662 -5.2339 -0.7 0.1 1.0 -0.813
C -1.4404 3.5060 -4.5043 0.0 0.2 1.0 -0.626
C -1.6610 3.4442 -3.0790 0.0 -0.1 -1.3 -0.015
C -2.6798 4.1719 -2.4632 -1.2 0.5 -1.1 -0.234
C -3.5720 4.9537 -3.2546 1.3 0.2 -0.6 -0.885
C -0.9534 2.4716 -2.2491 1.3 -1.3 1.8 1.044
C -0.8247 1.0986 -2.6735 0.6 0.8 1.1 -0.128
C -1.2100 0.6167 -3.9351 0.7 -0.8 -0.7 -1.272
C -0.5092 -0.5806 -4.1038 -1.8 0.2 -1.9 -0.672
C 0.2182 -0.8789 -2.9737 1.0 0.6 1.7 0.958
N -0.0089 0.1402 -2.0110 -1.0 0.2 -1.1 0.421
C 1.2609 -1.8370 -2.8785 -0.2 0.4 1.0 0.707
C 1.8948 -2.0659 -1.6412 -0.4 0.8 -0.8 -0.067
C 3.0215 -2.9103 -1.4536 0.5 0.2 0.5 -1.227
C 3.3034 -2.8747 -0.1242 0.3 -1.8 1.0 -1.531
C 2.2550 -2.1556 0.5538 -0.1 0.3 -1.7 -0.309
C 2.0747 -2.0701 1.9430 -0.2 1.2 -0.1 1.098
C 2.5226 -3.2004 2.7664 1.3 -1.2 1.2 -0.417
C 2.0666 -4.4911 2.4457 -0.5 0.2 -1.0 0.097
C 2.4166 -5.6363 3.1570 0.8 0.6 0.6 -0.908
C 3.1840 -5.4803 4.3146 -0.1 0.5 -0.5 -0.358
C 3.6905 -4.2109 4.6560 -0.2 -1.4 0.6 -0.844
C 3.4443 -3.1189 3.8610 -0.9 0.7 -0.6 -0.281
C 1.6095 -0.8683 2.5113 0.8 0.7 -0.3 0.193
N 1.1876 0.2591 1.7806 0.1 -0.1 1.2 0.676
C 1.3036 1.3535 2.6705 -1.1 1.4 -1.7 -0.116
C 1.0031 2.7170 2.3272 1.5 -1.6 -0.5 1.460
C 1.4294 3.8492 3.2345 -0.7 0.4 0.2 -0.660
C 0.4924 4.8489 3.5402 0.1 -0.5 -0.1 -0.193
C 0.7301 5.8941 4.4048 1.5 -0.2 0.9 -1.026
C 2.0032 5.9827 5.0148 -0.6 -1.8 -1.8 -0.533
C 2.9569 4.9958 4.7298 0.1 1.0 0.5 -0.753
C 2.6829 3.9830 3.8331 0.1 -0.9 -0.4 -0.117
C 0.5595 2.9988 1.0314 -0.9 1.5 -1.5 0.520
C 0.4168 4.3857 0.5144 0.9 -0.1 0.8 -1.472
C -0.1448 4.3134 -0.7063 -0.3 1.1 -1.5 -1.331
C -0.3736 2.9247 -1.0180 -0.2 -0.5 -0.7 0.124
N 0.0955 2.1344 0.0191 0.5 1.6 0.6 1.717
C 1.7566 0.9255 3.9207 0.9 -0.6 0.3 -1.077
C 1.9894 -0.4211 3.8166 -1.6 1.0 0.0 -1.766
N 1.4809 -1.5304 -0.4262 1.2 -1.4 0.3 1.729
C 1.7345 -2.5309 -4.1072 -0.6 -1.4 -0.9 -0.237
C 0.8283 -3.3259 -4.8895 1.7 0.3 -0.3 -0.223
C 1.2838 -3.9197 -6.0857 0.5 0.7 0.1 -0.873
C 2.6327 -3.8129 -6.4672 0.2 0.3 -0.3 -0.363
C 3.5423 -3.0770 -5.6826 -0.8 -0.6 -0.1 -0.879
C 3.0757 -2.4562 -4.5164 0.7 0.7 0.2 -0.291
H -3.7685 5.8457 -5.2291 -0.6 0.2 -0.2 0.428
H -2.2499 4.3372 -6.2977 0.6 0.3 -0.7 0.417
H -0.6238 2.9241 -5.0017 -0.9 0.6 0.7 0.627
H -2.8336 4.0949 -1.3902 -0.1 -0.2 -0.2 0.366
H -4.4769 5.4226 -2.8571 0.6 0.0 0.1 0.391
H -1.7742 1.1876 -4.6941 0.2 -0.8 0.8 0.790
H -0.5812 -1.2708 -4.9573 0.2 0.8 0.4 0.576
H 3.5605 -3.4381 -2.2297 -0.1 0.1 0.2 0.754
H 4.1126 -3.4388 0.3945 -0.8 0.6 -0.5 0.500
H 1.4136 -4.5917 1.5585 0.4 0.0 0.6 0.309
H 2.1862 -6.6266 2.7949 -0.4 0.0 0.0 0.428
H 3.4236 -6.3280 4.9449 0.0 0.0 -0.1 0.394
H 4.2449 -4.1848 5.6067 0.0 0.5 -0.7 0.366
H 3.9217 -2.1732 4.0969 -0.1 -0.1 -0.1 0.715
H -0.4487 4.7895 3.0568 -0.9 -0.1 -0.2 0.464
H -0.0535 6.5627 4.7132 -0.1 0.3 -0.3 0.409
H 2.3130 6.8047 5.5722 0.1 1.2 1.2 0.479
H 3.9370 5.0696 5.2308 -0.5 -0.1 -0.5 0.363
H 3.4744 3.2995 3.5573 0.0 -0.2 0.1 0.523
H 0.8373 5.3114 0.9829 -0.6 -1.2 -0.4 0.507
H -0.3153 5.1651 -1.4510 0.2 -1.5 1.4 0.469
H 1.9896 1.6009 4.7456 -0.3 -0.5 -0.2 0.741
H 2.2096 -1.0217 4.6386 0.6 -1.0 0.9 0.940
H -0.1782 -3.4911 -4.5490 -0.3 0.1 0.0 0.500
H 0.6194 -4.3555 -6.8322 -0.1 -0.2 0.7 0.371
H 2.9656 -4.2711 -7.4341 -0.3 0.5 1.1 0.335
H 4.5905 -3.0193 -5.9947 -0.4 0.1 0.3 0.383
H 3.7975 -1.8528 -3.9107 -0.8 -0.5 -0.6 0.458
C -3.3846 -3.2782 1.0084 -0.7 -0.7 1.1 -1.164
Si -2.3898 -2.2556 -0.2795 -0.4 -0.3 0.5 0.172
C -1.2967 -3.4469 -1.1986 0.3 -0.8 0.5 -0.376
C -3.4652 -1.5525 -1.6783 -0.1 1.4 0.9 -0.813
C -1.3468 -0.9772 0.8051 -2.8 -0.5 0.8 0.556
Si -2.6623 0.1762 1.9030 0.0 -0.2 -0.1 0.610
C -2.2198 0.2677 3.7797 -0.3 -1.0 -0.2 -1.087
C -2.7249 2.0084 1.4047 -1.7 -0.4 0.3 -0.530
C -4.5136 -0.4237 1.7788 0.3 0.8 1.1 -1.307
H -2.9425 -4.2712 1.3181 0.0 1.1 -0.5 0.379
H -4.4013 -3.5674 0.6616 0.5 0.2 -0.3 0.390
H -3.6392 -2.7769 1.9803 0.6 -0.2 -0.9 0.256
H -1.6209 -4.5041 -1.1522 -0.1 0.6 0.0 0.537
H -0.3017 -3.4198 -0.7711 0.4 -0.1 0.1 -0.093
H -1.2039 -3.1606 -2.2324 0.0 0.1 -0.5 -0.182
H -4.2045 -2.2625 -2.0697 0.3 0.1 0.1 0.498
H -2.8220 -1.1781 -2.4945 -0.2 -0.3 0.2 0.120
H -4.0127 -0.6552 -1.2891 0.2 -0.6 -0.5 0.244
H -0.9993 -1.6582 1.6160 0.2 0.2 -0.3 0.099
H -1.6565 1.1977 3.8834 -0.1 0.0 0.4 0.199
H -1.6374 -0.5561 4.2348 0.0 0.3 -0.5 0.336
H -3.1495 0.2495 4.3986 0.5 0.5 -0.6 0.391
H -2.6804 2.1212 0.3363 0.2 0.2 -0.6 -0.109
H -2.0278 2.6747 1.8878 0.3 0.1 0.1 0.029
H -3.7763 2.3443 1.6702 1.2 -0.3 -0.1 0.543
H -5.1800 0.4772 1.8713 0.7 -0.7 0.0 0.414
H -4.6821 -1.0533 2.6881 -0.1 0.4 -0.8 0.360
H -4.8383 -0.9548 0.8985 0.1 -0.3 -0.2 0.290
```
Forces are in eV/Å.

Summary:
Total charge: +1
Electronic energy, eV: -77939.4124
E_LUMO (spin up / spin down), eV: -4.238 / -4.835
HOMO (spin up / spin down), eV: -9.30 / -9.67
Multiplicity: 5


> Look up the total charge of the second one.

+1


> Among the records above, which one has the highest total charge?

C51H47N4RuSi2


> Number 1 is which compound?

C51H40B2CoF8N8O8


> What is the multiplicity in the second record?

5